1.
This record from OMol25 describes an isolated ion of composition C7H14N3O4 and charge +1 in a non-equilibrium geometry. The level of theory is ωB97M-V with the def2-TZVPD basis set.

CARTESIAN COORDINATES (ANGSTROEM)
O1 1.6397 -0.1813 2.5445
O2 0.7870 -0.1673 -3.2520
O3 -2.6661 0.6013 0.1005
O4 -0.0025 1.5338 2.0127
N1 0.1435 -1.3147 -1.3478
N2 0.5711 1.0592 -1.3699
N3 -0.0239 -0.4668 0.9516
C1 -0.6122 -1.4153 -0.1373
C2 -0.5305 0.7069 1.2260
C3 -1.7800 1.2796 0.5190
C4 1.4324 -2.3095 1.5823
C5 1.0833 -0.9616 1.7519
C6 -1.5652 2.7477 0.3173
C7 0.0714 -0.0554 -2.0732
H1 -2.1875 3.1678 -0.4702
H2 0.2730 -0.8383 -3.8388
H3 1.1144 -2.9435 2.5276
H4 -0.3905 -2.3550 0.2000
H5 1.5760 0.9350 -1.4375
H6 1.1419 -1.5727 -1.2701
H7 2.5254 -2.5115 1.4776
H8 -1.7392 -1.3055 -0.3060
H9 0.4763 1.8919 -2.0307
H10 -0.4546 2.7051 0.1209
H11 -0.9481 0.1368 -2.2793
H12 0.8303 1.2300 2.4490
H13 0.9723 -2.8455 0.7668
H14 -1.7379 3.2486 1.2653

Values from the calculation:
SMILES = CC(=O)/C(O)=[N+](\CN[C@@H](N)O)C(C)=O
HOMO energy = -13.980 eV
Energy above the lowest of the compared OMol25 structures with the same formula, charge and spin = 1.7931 eV
Kohn-Sham gap = 0.33375 Eh
Charge = +1

---

2.
This record from OMol25 describes an isolated ion of composition C7H14N4 and charge +2 in a non-equilibrium geometry. The level of theory is ωB97M-V with the def2-TZVPD basis set.

CARTESIAN COORDINATES (ANGSTROEM)
N1 2.0523 -0.6214 -1.1168
N2 0.2515 0.1462 0.2264
N3 0.3911 1.1325 -1.8930
N4 2.0955 0.4549 -3.4025
C1 -0.4769 -0.0596 1.4837
C2 -1.5715 -1.1095 1.3095
C3 -0.2009 1.0072 -0.6641
C4 1.4590 0.4499 -2.2955
C5 1.4012 -0.6553 -0.0351
C6 -1.3554 1.8826 -0.4204
C7 1.8969 -1.5906 0.9932
H1 -0.9156 0.8824 1.8108
H2 2.2164 -1.0599 1.8932
H3 -1.5197 2.5815 -1.2385
H4 -1.1701 -2.0739 1.0108
H5 -2.2747 1.3060 -0.2808
H6 -2.0787 -1.2384 2.2610
H7 0.2275 -0.3748 2.2510
H8 2.9077 -0.1542 -3.5023
H9 1.1390 -2.3189 1.2780
H10 -0.0391 1.8075 -2.5302
H11 -2.3138 -0.8083 0.5752
H12 2.7579 -2.1226 0.5923
H13 1.8524 1.0346 -4.2038
H14 -1.2307 2.4653 0.4971

Values from the calculation:
SMILES = CCn1c(C)nc(=[NH2+])[nH+]c1C
HOMO energy = -19.234 eV
Energy above the lowest of the compared OMol25 structures with the same formula, charge and spin = 0.0000 eV
Kohn-Sham gap = 0.37775 Eh
Charge = +2